Below is a cluster of 2 separate species, C3H11NP2 in total in a non-equilibrium geometry, with properties calculated with ωB97M-V/def2-TZVPD.

Output
M in g mol⁻¹: 123.08
HOMO energy in eV: -8.43
E_tot in eV: -23353.15765
Energy above the lowest of the compared OMol25 structures with the same formula, charge and spin in kcal per mole: 37.6
Kohn-Sham gap in eV: 9.30

Each atom is followed by the atoms it is bonded to, with distances in Å.
CARTESIAN COORDINATES (ANGSTROEM)
1 C -0.388 1.090 -1.172  C3 1.563, H7 1.162, H8 1.192, H9 1.148
2 C 1.498 0.380 1.694  N4 1.493, H10 1.028, H11 1.199, H12 1.019
3 C 0.214 -0.104 -0.363  C1 1.563, N4 1.385, P5 1.903
4 N 0.207 0.068 1.011  C2 1.493, C3 1.385, P6 1.697
5 P -0.356 -1.831 -0.924  C3 1.903, H14 1.450, H15 1.493
6 P -1.131 -0.359 1.962  N4 1.697, H16 1.520, H17 1.577
7 H 0.112 1.960 -0.584  C1 1.162
8 H -1.565 1.042 -0.991  C1 1.192
9 H -0.202 1.019 -2.303  C1 1.148
10 H 1.294 0.441 2.700  C2 1.028
11 H 2.272 -0.451 1.310  C2 1.199
12 H 1.913 1.294 1.515  C2 1.019
13 H 1.632 -0.098 -0.779  no bonds
14 H -0.579 -1.514 -2.320  P5 1.450
15 H -1.809 -1.824 -0.582  P5 1.493
16 H -2.148 -0.153 0.852  P6 1.520
17 H -1.105 -1.931 1.847  P6 1.577

=====

Below is a cluster of 2 separate species, C3H11NS in total in a non-equilibrium geometry, with properties calculated with ωB97M-V/def2-TZVPD.

Output
M in g mol⁻¹: 93.19
HOMO energy in eV: -8.34
SMILES string: CSC.CN
E_tot in eV: -15614.06572
Energy above the lowest of the compared OMol25 structures with the same formula, charge and spin in kcal per mole: 15.8
Kohn-Sham gap in eV: 9.37

Each atom is followed by the atoms it is bonded to, with distances in Å.
CARTESIAN COORDINATES (ANGSTROEM)
1 C -3.283 -0.620 -0.879  S2 1.814, H4 1.084, H5 1.076, H6 1.089
2 S -2.063 0.641 -1.340  C1 1.814, C3 1.797
3 C -0.797 -0.415 -2.054  S2 1.797, H7 1.084, H8 1.087, H9 1.080
4 H -2.742 -1.433 -0.410  C1 1.084
5 H -3.854 -0.887 -1.751  C1 1.076
6 H -3.904 -0.178 -0.101  C1 1.089
7 H 0.176 -0.004 -1.809  C3 1.084
8 H -0.779 -1.414 -1.625  C3 1.087
9 H -0.888 -0.498 -3.127  C3 1.080
10 C 2.593 0.382 2.339  N11 1.451, H12 1.101, H13 1.090, H14 1.081
11 N 2.387 1.013 1.049  C10 1.451, H15 1.001, H16 1.002
12 H 3.655 0.312 2.618  C10 1.101
13 H 2.185 -0.625 2.431  C10 1.090
14 H 2.151 0.953 3.144  C10 1.081
15 H 2.032 1.947 1.109  N11 1.001
16 H 3.131 0.825 0.405  N11 1.002

=====

Below is a cluster of 2 separate species, C3H11NS in total in a non-equilibrium geometry, with properties calculated with ωB97M-V/def2-TZVPD.

Output
M in g mol⁻¹: 93.19
HOMO energy in eV: -8.65
SMILES string: CCS.CN
E_tot in eV: -15614.12623
Energy above the lowest of the compared OMol25 structures with the same formula, charge and spin in kcal per mole: 14.4
Kohn-Sham gap in eV: 9.64

Each atom is followed by the atoms it is bonded to, with distances in Å.
CARTESIAN COORDINATES (ANGSTROEM)
1 C 0.412 -1.609 0.953  C2 1.541, H4 1.086, H5 1.096, H6 1.073
2 C 0.407 -0.806 2.268  C1 1.541, S3 1.827, H7 1.123, H8 1.124
3 S -0.375 0.826 2.014  C2 1.827, H9 1.397
4 H -0.629 -1.713 0.660  C1 1.086
5 H 0.801 -2.630 1.032  C1 1.096
6 H 1.051 -1.144 0.225  C1 1.073
7 H 1.466 -0.643 2.606  C2 1.123
8 H -0.154 -1.303 3.104  C2 1.124
9 H -0.443 0.889 0.619  S3 1.397
10 C 0.197 1.320 -1.873  N11 1.494, H12 1.066, H13 1.104, H14 1.125
11 N -1.253 1.025 -1.667  C10 1.494, H15 1.034, H16 1.019
12 H 0.489 1.221 -2.894  C10 1.066
13 H 0.412 2.362 -1.580  C10 1.104
14 H 0.841 0.648 -1.241  C10 1.125
15 H -1.478 0.028 -1.822  N11 1.034
16 H -1.744 1.529 -2.404  N11 1.019

=====

Below is a cluster of 3 separate species, C3H11NS in total in a non-equilibrium geometry, with properties calculated with ωB97M-V/def2-TZVPD.

Output
M in g mol⁻¹: 93.19
HOMO energy in eV: -8.96
E_tot in eV: -15611.22508
Energy above the lowest of the compared OMol25 structures with the same formula, charge and spin in kcal per mole: 81.3
Kohn-Sham gap in eV: 8.60

Each atom is followed by the atoms it is bonded to, with distances in Å.
CARTESIAN COORDINATES (ANGSTROEM)
1 C -0.782 -1.546 2.503  S2 2.130, H3 1.108, H4 1.082, H5 1.101
2 S -0.520 -1.748 0.399  C1 2.130
3 H 0.081 -1.013 2.951  C1 1.108
4 H -1.716 -1.003 2.562  C1 1.082
5 H -0.861 -2.626 2.700  C1 1.101
6 C 0.843 1.641 -0.428  C7 1.536, H9 1.108, H10 1.094, H11 1.096
7 C -0.279 0.947 -1.216  C6 1.536, N8 1.467, H12 1.078, H13 1.111
8 N 0.207 -0.060 -2.165  C7 1.467, H14 1.071, H15 1.035
9 H 0.489 2.587 0.028  C6 1.108
10 H 1.200 0.956 0.346  C6 1.094
11 H 1.666 1.877 -1.112  C6 1.096
12 H -1.056 0.561 -0.575  C7 1.078
13 H -0.728 1.747 -1.843  C7 1.111
14 H 0.970 -0.640 -1.687  N8 1.071
15 H -0.510 -0.807 -2.178  N8 1.035
16 H 0.994 -0.873 -0.286  no bonds

=====

- What is the E_tot in the second record?
  -15614.06572 eV